Computed, not measured: C20H25CrN9O12 as an isolated structure, with the ωB97M-V functional and the def2-TZVPD basis.

Results
Spin multiplicity: 4
Energy relative to the best compared isomer or geometry (same formula, charge and spin) in kcal per mole: 37.18
Expectation value of S²: 3.84
HOMO (alpha / beta) in Eh: -0.2011 / -0.2012
LUMO (alpha / beta) in Eh: -0.029 / 0.039
HOMO-LUMO gap (alpha / beta) in eV: 4.692 / 6.538
Charge: -1

Each line ends with the natural charge from an NBO analysis.
Geometry (Å):
Cr (-1.370, 0.123, 2.737)  1.65
N (0.025, 0.068, 0.396)  0.73
O (-1.119, -0.437, 0.605)  -0.47
O (0.745, -0.177, -0.546)  -0.39
O (0.444, 0.487, 1.507)  -0.48
N (-0.778, -2.176, 3.895)  0.73
O (-1.615, -2.007, 2.968)  -0.51
O (-0.466, -3.202, 4.424)  -0.33
O (-0.140, -1.093, 4.019)  -0.46
N (-3.051, 2.828, 1.850)  0.74
O (-3.092, 3.459, 2.909)  -0.41
O (-3.585, 3.204, 0.813)  -0.44
O (-2.417, 1.705, 1.863)  -0.62
N (-0.121, 2.550, 4.756)  0.73
O (-1.111, 3.189, 5.159)  -0.44
O (-0.331, 1.720, 3.789)  -0.59
O (0.983, 2.702, 5.264)  -0.44
N (-4.748, -2.186, 1.871)  -0.52
C (-3.886, -2.393, 0.859)  -0.07
C (-3.956, -1.356, -0.022)  -0.30
C (-4.843, -0.426, 0.489)  -0.30
C (-5.366, -0.956, 1.648)  -0.11
H (-4.994, -2.867, 2.564)  0.41
H (-3.355, -3.330, 0.785)  0.22
H (-3.372, -1.263, -0.923)  0.22
H (-4.976, 0.578, 0.118)  0.24
H (-6.090, -0.568, 2.345)  0.21
N (2.177, -0.831, -4.052)  -0.51
C (2.282, -1.024, -5.405)  -0.08
C (1.863, -2.303, -5.685)  -0.32
C (1.476, -2.889, -4.452)  -0.30
C (1.717, -1.975, -3.449)  -0.08
H (2.474, -0.037, -3.510)  0.42
H (2.752, -0.255, -5.995)  0.20
H (1.761, -2.735, -6.667)  0.22
H (1.111, -3.885, -4.260)  0.22
H (1.607, -2.038, -2.381)  0.22
N (1.585, 4.632, 2.194)  -0.51
C (0.796, 3.865, 1.378)  -0.08
C (-0.296, 4.602, 1.005)  -0.30
C (-0.127, 5.886, 1.544)  -0.30
C (1.025, 5.881, 2.314)  -0.09
H (2.417, 4.305, 2.645)  0.41
H (0.969, 2.812, 1.229)  0.22
H (-1.060, 4.267, 0.322)  0.23
H (-0.771, 6.730, 1.356)  0.21
H (1.537, 6.654, 2.861)  0.20
N (-0.963, -3.216, -1.106)  -0.50
C (-0.318, -4.288, -0.548)  -0.08
C (-0.954, -5.396, -1.008)  -0.31
C (-1.865, -5.035, -2.003)  -0.33
C (-1.861, -3.626, -2.030)  -0.07
H (-0.701, -2.249, -0.996)  0.43
H (0.532, -4.132, 0.095)  0.21
H (-0.742, -6.414, -0.712)  0.21
H (-2.415, -5.626, -2.715)  0.22
H (-2.375, -2.963, -2.704)  0.21
N (5.613, 1.301, -2.257)  -0.51
C (4.492, 0.508, -2.100)  -0.11
C (3.890, 0.822, -0.918)  -0.29
C (4.599, 1.884, -0.375)  -0.29
C (5.716, 2.129, -1.157)  -0.08
H (6.319, 1.212, -2.962)  0.41
H (4.354, -0.320, -2.775)  0.21
H (3.029, 0.368, -0.458)  0.25
H (4.422, 2.378, 0.568)  0.22
H (6.516, 2.825, -0.972)  0.21

---

Computed, not measured: C20H25I2NO6S2 as an isolated structure, with the ωB97M-V functional and the def2-TZVPD basis.

Results
HOMO in Eh: -0.3209
LUMO in Eh: -0.018
HOMO-LUMO gap in eV: 8.242

Each line ends with the natural charge from an NBO analysis.
Geometry (Å):
C (-3.093, -2.264, 1.827)  -0.67
C (-2.067, -1.316, 1.247)  -0.16
I (-2.194, 0.654, 1.941)  0.16
C (-1.143, -1.700, 0.369)  -0.22
I (0.133, -0.383, -0.610)  0.24
C (-1.012, -3.133, -0.008)  -0.08
C (-1.766, -3.607, -1.099)  -0.17
C (-1.724, -4.939, -1.484)  -0.17
C (-0.904, -5.773, -0.742)  -0.13
C (-0.132, -5.305, 0.313)  -0.14
C (-0.151, -3.969, 0.720)  0.07
C (0.699, -3.482, 1.856)  -0.65
C (0.653, -6.450, 0.848)  0.67
O (1.466, -6.439, 1.726)  -0.52
N (0.311, -7.623, 0.082)  -0.67
C (-0.676, -7.231, -0.888)  0.67
O (-1.198, -7.989, -1.656)  -0.52
H (-3.722, -1.774, 2.564)  0.24
H (-3.711, -2.675, 1.025)  0.23
H (-2.590, -3.108, 2.307)  0.23
H (-2.386, -2.895, -1.631)  0.22
H (-2.297, -5.320, -2.318)  0.24
H (1.758, -3.548, 1.603)  0.25
H (0.531, -4.103, 2.737)  0.24
H (0.477, -2.448, 2.117)  0.23
H (-0.118, -8.302, 0.706)  0.41
C (3.019, 4.290, 0.378)  -0.41
C (4.368, 3.759, 0.885)  -0.40
C (4.085, 2.867, 2.100)  -0.68
S (2.429, 2.205, 1.854)  2.17
O (1.564, 2.719, 2.887)  -0.95
O (2.494, 0.789, 1.594)  -0.95
C (2.088, 3.085, 0.330)  -0.66
H (3.106, 4.759, -0.600)  0.24
H (2.626, 5.034, 1.074)  0.21
H (4.846, 3.171, 0.099)  0.21
H (5.048, 4.569, 1.147)  0.22
H (4.776, 2.033, 2.187)  0.25
H (4.068, 3.433, 3.030)  0.24
H (1.032, 3.340, 0.299)  0.24
H (2.336, 2.418, -0.495)  0.26
C (-2.349, 3.524, -3.007)  -0.41
C (-2.761, 3.807, -1.555)  -0.40
C (-1.539, 3.520, -0.676)  -0.69
S (-0.095, 3.825, -1.704)  2.17
O (0.618, 2.586, -1.897)  -0.96
O (0.606, 4.993, -1.232)  -0.95
C (-0.999, 4.208, -3.201)  -0.66
H (-3.086, 3.895, -3.717)  0.23
H (-2.245, 2.448, -3.162)  0.22
H (-3.053, 4.854, -1.456)  0.21
H (-3.610, 3.198, -1.248)  0.23
H (-1.478, 4.172, 0.193)  0.26
H (-1.504, 2.480, -0.358)  0.27
H (-0.432, 3.846, -4.055)  0.26
H (-1.102, 5.292, -3.250)  0.24

---

no.,E (eV)
1,-87533.924
2,-72791.967